Record 1
85
Properties=species:S:1:pos:R:3 method="wB97M-V/def2-TZVPD" e_tot_ha=-4334.1646 e_homo_ev=-8.25 orbital_gap_ev=1.47 e_above_lowest_kcal_mol=198.7
Sn 5.52215 0.13240 3.89467
B 1.29024 0.62546 5.99437
H 1.47976 0.33512 7.01614
H 1.50553 -0.22110 5.36094
H 0.24707 0.87713 5.88172
H 1.96890 1.39795 5.66739
As 1.00373 -2.04541 0.00861
F 1.96113 -3.21575 -0.95976
F 1.26037 -0.72498 -1.21571
F 0.08899 -0.97017 1.11136
F 0.71078 -3.33830 1.22800
F 2.49011 -1.56151 0.93102
F -0.56775 -2.46117 -0.77458
C -1.31685 8.80797 1.58288
C -0.19194 8.18027 0.83820
N -0.55998 7.01917 -0.02923
C 0.57210 6.70440 -0.90652
C 0.49168 5.33806 -1.75438
C -1.88172 7.20968 -0.81197
C -1.93036 8.44944 -1.73994
H -1.95152 9.50016 1.02956
H -1.02899 9.20040 2.55820
H -1.95432 8.00643 1.95605
H 0.45608 8.84050 0.26178
H 0.47369 7.82563 1.62513
H 0.63763 7.49643 -1.65250
H 1.52657 6.72847 -0.38068
H 1.27616 5.32863 -2.51109
H 0.51777 4.50198 -1.05552
H -0.50583 5.19675 -2.17043
H -2.74193 7.33080 -0.15358
H -2.11477 6.27883 -1.32898
H -1.65273 9.43613 -1.36917
H -2.93722 8.40555 -2.15515
H -1.16228 8.33549 -2.50489
C 5.50010 0.13067 -3.05789
C 6.46965 -0.77238 -2.26998
O 6.67283 -0.55746 -1.05978
C 7.23963 -1.86873 -3.01261
H 5.03450 0.86952 -2.40565
H 4.78249 -0.49233 -3.59173
H 6.10361 0.54955 -3.86314
H 7.44903 -1.63319 -4.05605
H 6.64673 -2.78146 -2.95363
H 8.15933 -2.15573 -2.50281
C -4.94890 0.19509 -0.59792
C -4.52774 1.59967 -1.00278
O -3.72267 2.11040 -0.26946
C -5.23624 2.40400 -2.20898
H -4.41127 -0.28094 0.22212
H -4.86574 -0.29215 -1.56941
H -5.96724 0.26697 -0.21594
H -4.97658 1.88371 -3.13091
H -4.84758 3.42103 -2.15689
H -6.30652 2.52285 -2.04016
C -1.70705 -1.14270 -5.29955
C -0.94511 -2.19370 -6.19406
O -0.26776 -1.83588 -7.17025
C -1.04545 -3.70407 -5.91313
H -1.31406 -1.11466 -4.28326
H -2.78957 -1.25840 -5.35340
H -1.58575 -0.18515 -5.80598
H -2.12436 -3.85877 -5.90209
H -0.76905 -3.93196 -4.88367
H -0.63681 -4.25854 -6.75792
C -3.13014 -6.88689 6.11204
C -3.83260 -5.56771 5.67004
O -4.77185 -5.14303 6.29959
C -3.29647 -4.87319 4.48159
H -2.27743 -6.46617 6.64494
H -2.79830 -7.65917 5.41809
H -3.77840 -7.33922 6.86255
H -3.74102 -5.24024 3.55652
H -2.20856 -4.90596 4.42264
H -3.54604 -3.81218 4.47219
C 2.47351 -7.61476 3.38529
C 2.89999 -8.33253 2.14893
O 2.89641 -9.53654 1.96553
C 3.41581 -7.33819 1.09204
H 3.17895 -7.84552 4.18353
H 1.46642 -7.98914 3.56883
H 2.45451 -6.53600 3.23036
H 4.03229 -6.48750 1.38253
H 2.54785 -7.01734 0.51602
H 3.97043 -7.99482 0.42172

Record 2
20
Properties=species:S:1:pos:R:3 method="wB97M-V/def2-TZVPD" e_tot_ha=-689.1797 e_homo_ev=-10.17 orbital_gap_ev=9.74 e_above_lowest_kcal_mol=0.0 smiles="O=C1NC(=O)c2cc(B(O)O)ccc21"
O -2.27781 2.10918 2.53054
C -1.41994 1.32791 2.24718
N -0.56260 0.70841 3.14948
C 0.31944 -0.19740 2.58839
O 1.08352 -0.90599 3.16865
C 0.06737 -0.07595 1.11455
C 0.69971 -0.69383 0.05351
C 0.24404 -0.41025 -1.24427
B 1.00225 -1.08958 -2.45771
O 0.95816 -2.43649 -2.67962
O 1.74319 -0.28536 -3.30364
C -0.82129 0.47076 -1.44413
C -1.44220 1.08381 -0.35166
C -0.97640 0.80733 0.91673
H -0.67379 0.80708 4.14697
H 1.52349 -1.37126 0.22343
H 1.84067 -2.72568 -2.94081
H 2.14226 0.41860 -2.78066
H -1.17766 0.69964 -2.43535
H -2.27241 1.75907 -0.50158

Record 3
72
Properties=species:S:1:pos:R:3 method="wB97M-V/def2-TZVPD" e_tot_ha=-6681.2039 e_homo_ev=-10.30 orbital_gap_ev=10.43 smiles="COC(=O)OC.COC(=O)OC.ClCCCl.ClCCCl.ClCCCl.ClCCCl.ClCCCl.ClCCCl"
Cl -3.13157 -4.34763 3.28405
C -1.95363 -3.57510 2.23704
C -2.16297 -3.96961 0.75760
Cl -1.60484 -5.71252 0.55468
H -0.98807 -3.87715 2.61408
H -2.07934 -2.47933 2.31311
H -1.51798 -3.38003 0.09829
H -3.19679 -3.97574 0.43474
Cl 2.89743 3.91808 0.65275
C 1.85222 3.74185 -0.78354
C 2.17296 4.74761 -1.89397
Cl 1.88100 6.46420 -1.43553
H 0.82569 3.85008 -0.44302
H 1.96527 2.70706 -1.08976
H 1.48350 4.58098 -2.71385
H 3.20674 4.65110 -2.22579
Cl 0.57176 1.49520 5.19455
C -0.61916 0.39318 4.45329
C -2.07188 0.59057 5.03603
Cl -2.15606 0.00944 6.70768
H -0.20519 -0.60187 4.59402
H -0.61969 0.67861 3.38398
H -2.86849 0.03419 4.54336
H -2.33647 1.70117 5.06016
Cl -3.53143 0.56613 -2.46247
C -2.78717 1.00824 -0.88854
C -2.34345 -0.20971 -0.04384
Cl -3.78543 -0.96900 0.76407
H -3.54964 1.59973 -0.41027
H -1.91507 1.64509 -1.09164
H -1.75576 0.10853 0.81178
H -1.82049 -1.03568 -0.51400
Cl 2.07154 -0.75809 -4.74794
C 3.02683 0.36906 -5.69161
C 4.28969 -0.25242 -6.25697
Cl 5.10388 1.06182 -7.15507
H 3.37230 1.17050 -5.02468
H 2.45789 0.77907 -6.55187
H 3.96764 -1.00727 -6.97059
H 4.99479 -0.60833 -5.50841
Cl -0.56116 -4.39631 -3.20545
C -0.11888 -6.05907 -2.80022
C 1.33524 -6.35603 -3.10975
Cl 2.48975 -5.34485 -2.22627
H -0.75918 -6.75423 -3.29434
H -0.26077 -6.13423 -1.71250
H 1.50216 -6.22262 -4.18716
H 1.48267 -7.39600 -2.84227
C -3.75180 3.20732 2.85358
O -2.66846 2.73380 2.00322
C -1.56944 3.41416 1.73019
O -0.82973 3.21247 0.81428
O -1.37499 4.35157 2.59885
C -0.15739 5.06222 2.50514
H -4.52620 3.54522 2.15995
H -3.48324 4.07000 3.49272
H -3.98185 2.35352 3.47213
H 0.74066 4.43852 2.33112
H -0.09132 5.53108 3.48039
H -0.28121 5.94265 1.83837
C 2.10538 0.34090 1.77380
O 1.97441 -0.49781 0.65346
C 0.88658 -1.22276 0.77359
O 0.13181 -1.16815 1.73620
O 0.66152 -2.03616 -0.25566
C 1.67701 -1.89047 -1.39490
H 2.39648 -0.22607 2.63844
H 1.20892 0.92588 2.02288
H 2.96623 0.95244 1.46548
H 2.61863 -2.23118 -1.00194
H 1.72293 -0.80157 -1.64737
H 1.37466 -2.45621 -2.25786

Record 4
24
Properties=species:S:1:pos:R:3 method="wB97M-V/def2-TZVPD" charge=-1 e_tot_ha=-1717.7058 e_homo_ev=-3.08 orbital_gap_ev=6.11
Pt 0.95687 -0.31050 0.00000
S 3.46817 0.52300 0.00000
C 2.63307 2.00660 0.00000
C 3.26197 3.26420 0.00000
C 2.48597 4.39640 0.00000
C 1.09327 4.27640 0.00000
C 0.54697 3.00610 0.00000
N 1.28487 1.91070 0.00000
H 4.34097 3.30520 0.00000
H 2.94707 5.37710 0.00000
H 0.45597 5.14890 0.00000
H -0.52413 2.85350 0.00000
C -3.33323 -2.28430 0.00000
C -1.86333 -1.94560 0.00000
S -1.52923 -0.25500 0.00000
C -0.89933 -2.91330 0.00000
C -1.21123 -4.38370 0.00000
S 0.80687 -2.61150 0.00000
H -3.91233 -1.36380 0.00000
H -3.60343 -2.86120 0.88630
H -3.60343 -2.86120 -0.88630
H -2.27793 -4.58250 0.00000
H -0.76223 -4.84780 0.87720
H -0.76223 -4.84780 -0.87720

Record 5
26
Properties=species:S:1:pos:R:3 method="wB97M-V/def2-TZVPD" e_tot_ha=-611.0078 e_homo_ev=-8.44 orbital_gap_ev=8.75 e_above_lowest_kcal_mol=85.1 smiles="CC(=O)/N=C/[C@@H]1CN1c1ccccc1"
C -2.59634 2.06143 -1.57078
C -3.08193 1.28247 -0.56632
C -1.34308 2.60949 -1.36784
C -2.29332 0.88328 0.44041
C -0.55785 2.32761 -0.31786
C -1.00764 1.35099 0.60595
C 0.95689 0.27548 1.62159
C 1.37624 -0.33563 0.23620
C 2.62200 -1.89074 -0.96119
C -0.31409 -0.24887 2.30041
C 2.59883 -3.40389 -0.75595
N -0.29830 1.07457 1.74397
N 2.28579 -1.21239 0.14963
O 2.94064 -1.42749 -2.01692
H -3.15778 2.28801 -2.41962
H -4.09827 0.79014 -0.62903
H -0.82415 3.15080 -2.10225
H -2.74215 0.19260 1.07464
H 0.40934 2.73498 -0.17643
H 1.82771 0.53658 2.18535
H 0.83254 -0.03540 -0.65316
H -0.88819 -1.14929 1.91206
H -0.24660 -0.45877 3.32282
H 1.60055 -3.64662 -0.87978
H 2.78005 -3.79793 0.36521
H 3.21911 -3.95141 -1.54113

Record 6
13
Properties=species:S:1:pos:R:3 method="wB97M-V/def2-TZVPD" charge=-1 e_tot_ha=-609.1213 e_homo_ev=-2.82 orbital_gap_ev=6.95 e_above_lowest_kcal_mol=64.4
C 0.78843 2.41198 1.63582
S 1.11603 0.68196 2.08754
H 1.43312 3.31858 2.00232
H -0.29845 2.56065 1.65675
H 0.88033 2.40685 0.46448
N -1.28692 -2.21653 -0.78734
C -0.36490 -1.48160 -1.62071
O 0.41036 -0.60451 -0.63964
H -2.16267 -1.80926 -0.66017
H -0.83090 -2.37612 0.12948
H -0.65272 -0.62350 -2.30313
H 0.28801 -2.15207 -2.28298
H 0.68028 -0.11642 0.31758

Record 7
19
Properties=species:S:1:pos:R:3 method="wB97M-V/def2-TZVPD" charge=+1 e_tot_ha=-269.4025 e_homo_ev=-15.05 orbital_gap_ev=12.01 e_above_lowest_kcal_mol=61.6 smiles=C[C@H]([NH3+])CCN
C 1.77612 -0.20683 0.44252
C 0.59689 -1.03315 -0.23278
C -0.72836 -0.95709 0.56719
C -1.14002 0.45280 0.94304
N -1.15163 1.39763 -0.22483
N 0.29194 -0.29162 -1.62515
H 1.31419 0.00870 1.39943
H 2.01500 0.56551 -0.29421
H 2.68906 -0.67041 0.84881
H 1.13671 -1.94893 -0.35770
H -1.36295 -1.33669 -0.15982
H -0.88816 -1.57855 1.46391
H -0.43885 0.89170 1.62013
H -2.01104 0.65029 1.43890
H -0.88589 2.25715 0.34031
H -2.10279 1.76039 -0.31261
H 0.08008 -0.90617 -2.46665
H 1.09867 0.34765 -1.95360
H -0.28898 0.59761 -1.43689

Record 8
11
Properties=species:S:1:pos:R:3 method="wB97M-V/def2-TZVPD" charge=+1 e_tot_ha=-342.6206 e_homo_ev=-16.47 orbital_gap_ev=8.72 e_above_lowest_kcal_mol=54.4
C -1.19923 1.43345 -0.82144
C -2.70380 1.55554 -0.98741
C 0.07227 -0.32792 0.14342
O -3.83062 1.53536 -0.84900
O -0.30649 2.14087 -1.17387
O -1.19139 0.24577 -0.17543
H 4.23861 -2.34557 1.52089
H 3.73885 -2.66779 2.02282
H 0.23008 -1.10466 -0.67033
H 0.89702 0.36967 -0.10987
H 0.05471 -0.83471 1.10021

Record 9
142
Properties=species:S:1:pos:R:3 method="wB97M-V/def2-TZVPD" multiplicity=2 charge=-2 e_tot_ha=-9435.9568 e_homo_ev="-3.20 / -3.21" orbital_gap_ev="6.70 / 5.24" e_above_lowest_kcal_mol=10.9
Rb 0.21378 0.32277 -0.85802
C -4.37647 -2.67148 3.83486
C -4.09141 -3.09697 2.39790
C -3.51660 -4.52025 2.39042
P -2.96633 -1.98450 1.39453
C -2.25447 -0.81602 2.64967
N -1.17072 -1.48624 3.37642
Ge 0.48714 -1.80467 2.37565
N 0.25140 -3.76228 2.12971
C -0.13582 -4.34206 0.84486
P 0.23823 -3.20928 -0.57420
C -0.74681 -4.01834 -1.94135
C -2.01559 -3.21085 -2.23286
C -1.11549 -5.49194 -1.74856
C 1.96866 -3.67519 -1.07342
C 2.26757 -5.15461 -1.30039
C 2.97823 -3.06650 -0.09799
C 0.41447 -4.58679 3.18677
C 0.16499 -5.98107 3.18062
C 0.38362 -6.75259 4.31017
C 0.83822 -6.18742 5.49859
C 1.06233 -4.81719 5.53042
C 0.86977 -4.04003 4.40593
N 1.07618 -2.58458 4.42034
C 0.10471 -1.93230 5.33040
C 0.36151 -1.83114 6.67882
C -0.55901 -1.23764 7.53524
C -1.73598 -0.74505 6.98598
C -1.98673 -0.81656 5.62172
C -1.06007 -1.40455 4.73356
C 2.42973 -2.12478 4.66188
C 3.47782 -2.97345 4.94082
C 4.73277 -2.45193 5.26241
C 4.92555 -1.07278 5.34081
C 3.90076 -0.21121 5.01014
C 2.64790 -0.70643 4.57948
N 1.62820 0.00597 4.08193
C 1.66284 1.41984 3.95849
P 1.69051 2.07761 2.14739
C 3.42003 1.77121 1.52307
C 4.64229 2.29258 2.27578
C 3.56706 0.27920 1.20935
C 1.77996 3.91161 2.58551
C 0.38120 4.53862 2.51625
C 2.41842 4.34645 3.91425
C -4.18100 -0.89066 0.52004
C -3.43453 0.00506 -0.47964
C -5.09864 -0.05788 1.41418
H -5.09030 -3.36501 4.29369
H -4.80109 -1.66756 3.90218
H -3.46339 -2.69483 4.43380
H -5.03174 -3.10497 1.83755
H -2.54482 -4.54453 2.89557
H -3.37309 -4.88569 1.37040
H -4.18578 -5.21686 2.90974
H -3.02138 -0.44770 3.32303
H -1.88545 0.05350 2.08269
H -1.21924 -4.50336 0.81342
H 0.34473 -5.31088 0.68652
H -0.08878 -3.91561 -2.80950
H -2.67866 -3.20031 -1.36233
H -2.56333 -3.64689 -3.07693
H -1.77162 -2.18158 -2.49499
H -1.86580 -5.60594 -0.95902
H -0.26470 -6.12688 -1.49621
H -1.55866 -5.87640 -2.67391
H 2.08526 -3.15018 -2.02677
H 2.11791 -5.75454 -0.39527
H 3.31830 -5.26274 -1.59030
H 1.66533 -5.57724 -2.10595
H 2.83646 -3.44671 0.92098
H 2.89316 -1.98119 -0.08144
H 3.99907 -3.30698 -0.41267
H -0.22687 -6.44695 2.28775
H 0.17979 -7.81746 4.26458
H 0.99782 -6.79029 6.38314
H 1.38381 -4.34959 6.45376
H 1.30714 -2.19534 7.06892
H -0.35365 -1.15521 8.59433
H -2.47584 -0.27975 7.62724
H -2.90236 -0.38804 5.24233
H 3.32800 -4.04385 4.91837
H 5.55060 -3.12927 5.47470
H 5.88478 -0.67415 5.64688
H 4.06326 0.85464 5.06648
H 2.43728 1.90109 4.55212
H 0.68427 1.79576 4.27750
H 3.39096 2.29459 0.56308
H 4.69667 1.89822 3.29179
H 4.66488 3.38207 2.32068
H 5.54955 1.96924 1.75337
H 3.74145 -0.30209 2.11856
H 4.40152 0.11138 0.52353
H 2.67484 -0.11288 0.71916
H 2.37967 4.31954 1.76526
H -0.28461 4.09021 3.26171
H -0.09598 4.41175 1.54372
H 0.44369 5.61273 2.72326
H 1.76237 4.10320 4.75417
H 2.53906 5.43549 3.91132
H 3.39527 3.90867 4.10649
H -4.79740 -1.59899 -0.04525
H -2.90704 0.81525 0.03439
H -4.13368 0.45698 -1.18845
H -2.70824 -0.57969 -1.04861
H -4.52317 0.66961 1.99274
H -5.68788 -0.67276 2.10218
H -5.79846 0.51102 0.79326
O -2.13620 3.92650 -0.16050
C -1.15446 3.15818 -0.10224
O -1.03157 2.07135 0.52014
C 0.08850 3.60706 -0.92529
C 0.07745 4.82037 -1.60102
C 1.17975 5.14914 -2.38039
C 2.22130 4.24253 -2.51883
C 2.12196 3.03465 -1.84922
N 1.11585 2.75695 -1.02446
C 3.13323 1.91875 -2.08308
O 4.31295 2.19783 -2.10640
O 2.63978 0.69264 -2.15829
H -0.78866 5.45873 -1.50225
H 1.21124 6.09407 -2.91278
H 3.06776 4.42501 -3.16761
Br -4.90020 -0.94758 -4.89037
C -4.79969 0.90845 -4.47051
C -5.97554 1.64358 -4.57089
C -5.97123 2.99400 -4.25490
C -4.79210 3.59829 -3.83690
C -3.62747 2.85355 -3.74464
C -3.60836 1.49638 -4.06621
I -1.79776 0.48204 -3.80246
H -6.88565 1.15172 -4.88946
H -6.88987 3.56604 -4.32425
H -4.77995 4.64767 -3.56535
H -2.71413 3.31825 -3.38860
F 1.78959 -1.75350 -5.02543
Te 1.72022 -0.19400 -3.88774
F 3.22568 0.42810 -4.78665
F 0.81823 0.22901 -5.53478
F 1.22036 1.66096 -3.82085
F 2.95610 -1.43699 -3.08744
O 0.32660 -0.83343 -2.94346

Record 10
35
Properties=species:S:1:pos:R:3 method="wB97M-V/def2-TZVPD" e_tot_ha=-996.1735 e_homo_ev=-8.26 orbital_gap_ev=8.81 e_above_lowest_kcal_mol=93.9 smiles=CCCN[C@H](C)CS.O.O.O.O
C 0.58078 1.24752 1.35514
N -0.11795 0.55555 0.26339
C -0.52706 1.65222 -0.72454
C -0.96874 0.86850 -2.02940
S 0.46340 -0.01330 -2.84679
C -1.76148 2.43395 -0.35343
C 1.13531 0.08999 2.33288
C 0.22550 -1.06814 2.81162
H 1.42015 1.78073 0.80926
H -0.11346 1.97643 1.88667
H -0.84494 -0.11203 0.50633
H 0.25478 2.42513 -0.86924
H -1.79147 0.17782 -1.95584
H -0.98820 1.59868 -2.81691
H 1.59778 -0.22139 -1.89220
H -2.31226 2.95321 -1.22038
H -2.49442 1.59446 -0.04332
H -1.61227 3.19982 0.36013
H 1.50062 0.59693 3.19756
H 1.91550 -0.35796 1.64145
H 0.06294 -1.31764 3.89481
H -0.82765 -0.77670 2.62073
H 0.15272 -2.06567 2.28124
H 0.79403 -2.55303 -0.32659
H 1.78209 -3.55191 -1.24301
O 1.54490 -3.13503 -0.36619
H 2.71946 3.91875 0.83550
H 1.64364 4.41998 1.42632
O 2.12798 3.63049 1.48107
H 0.03117 -4.49565 0.72268
H -0.27092 -3.25540 1.41888
O -0.64267 -3.97305 0.97622
H -3.43171 -1.14932 -0.40865
H -2.30220 -2.12539 -0.31005
O -2.47770 -1.23242 -0.48660

Record 11
7
Properties=species:S:1:pos:R:3 method="wB97M-V/def2-TZVPD" multiplicity=7 charge=+1 e_tot_ha=-910.1900 e_homo_ev="-11.95 / -11.96" orbital_gap_ev="6.48 / 6.60" e_above_lowest_kcal_mol=0.0
C -0.83374 0.21745 -0.27515
C 0.09026 -0.75570 -0.30077
O 1.18320 -0.70367 0.42625
H -1.84814 0.25211 -0.65675
F -0.41669 1.41595 0.32263
H -0.17385 -1.69806 -0.80090
Sm 1.99897 1.27191 1.28469